[1]
# C19H13IN4O2S

C19H13IN4O2S in the gas phase at a distorted geometry (the ωB97M-V functional and the def2-TZVPD basis, OMol25).

The geometry in ORCA input format:
```
! RIJCOSX wB97M-V def2-TZVPD def2/J DEFGRID3
* xyz 0 1
N -2.798 1.340 1.870
C -2.143 0.738 1.127
C -1.433 -0.008 0.091
C -0.668 -1.044 0.545
N -0.350 -1.254 1.900
C 0.576 -0.425 2.589
C 1.311 0.503 1.918
C 2.301 1.270 2.559
C 2.369 1.281 3.954
I 3.555 2.812 5.119
C 1.609 0.219 4.610
C 0.697 -0.635 3.971
N -0.042 -1.822 -0.289
C -0.156 -1.615 -1.592
S 0.808 -2.825 -2.492
C 2.271 -2.956 -1.357
C 3.156 -1.721 -1.497
O 2.477 -0.730 -0.749
C -0.920 -0.662 -2.171
C -1.101 -0.632 -3.626
N -1.019 -0.422 -4.731
C -1.728 0.170 -1.286
C -2.746 1.242 -1.766
C -2.476 2.078 -2.817
C -3.591 2.974 -2.932
C -4.322 2.777 -1.734
O -3.903 1.723 -1.059
H -0.667 -2.145 2.245
H 1.250 0.550 0.833
H 2.905 2.025 2.194
H 1.636 0.260 5.666
H 0.073 -1.341 4.482
H 2.020 -3.170 -0.358
H 2.812 -3.776 -1.680
H 4.112 -1.980 -1.205
H 3.144 -1.362 -2.535
H 1.570 -0.468 -0.992
H -1.650 1.964 -3.562
H -3.812 3.660 -3.755
H -5.128 3.406 -1.488
*
```

Its energy above the lowest of the compared OMol25 structures with the same formula, charge and spin is 59.9 kcal/mol. The value obtained for the LUMO energy is -0.0370 Ha. The SMILES is N#Cc1c(Nc2ccc(I)cc2)nc(SCCO)c(C#N)c1-c1ccco1. For the HOMO energy, the calculation gives -8.37 eV.

[2]
# C19H14BF9MgN6O7S2

A molecular structure, C19H14BF9MgN6O7S2 (the ωB97M-V functional and the def2-TZVPD basis, OMol25).

The geometry in ORCA input format:
```
! RIJCOSX wB97M-V def2-TZVPD def2/J DEFGRID3
* xyz -2 1
Mg -0.637 -0.108 0.239
C 0.890 -1.346 -3.613
C -0.168 -0.857 -2.844
N 0.023 -1.127 -1.559
N 1.210 -1.765 -1.473
C 1.750 -1.901 -2.688
B 1.800 -2.149 -0.112
N 2.201 -0.901 0.702
C 3.400 -0.589 1.205
C 3.288 0.592 1.911
C 1.944 0.943 1.772
N 1.302 0.041 1.044
N 0.712 -2.911 0.692
C 0.748 -4.165 1.159
C -0.397 -4.388 1.900
C -1.091 -3.172 1.827
N -0.419 -2.294 1.095
H 1.033 -1.256 -4.675
H -1.027 -0.281 -3.152
H 2.718 -2.360 -2.803
H 2.764 -2.854 -0.262
H 4.249 -1.223 1.013
H 4.068 1.136 2.414
H 1.414 1.806 2.141
H 1.591 -4.800 0.938
H -0.689 -5.288 2.413
H -2.011 -2.866 2.299
O -4.177 1.053 2.193
S -3.183 0.037 1.982
O -3.188 -1.038 2.958
O -1.811 0.550 1.749
C -3.572 -0.759 0.397
C -4.133 -2.027 0.500
C -4.449 -2.771 -0.626
C -4.220 -2.239 -1.881
C -3.690 -0.963 -1.999
C -3.350 -0.209 -0.880
S -2.721 1.466 -1.246
O -2.920 1.624 -2.671
O -3.468 2.350 -0.395
O -1.275 1.390 -0.922
H -4.306 -2.422 1.491
H -4.864 -3.766 -0.516
H -4.452 -2.809 -2.773
H -3.542 -0.511 -2.969
F 5.430 1.501 -0.731
C 4.947 1.094 -1.925
F 5.874 1.465 -2.849
F 4.961 -0.246 -1.900
C 3.472 1.635 -2.174
O 2.589 0.907 -1.574
C 3.458 3.139 -1.691
F 4.591 3.840 -1.985
F 2.442 3.820 -2.250
F 3.298 3.218 -0.367
C 3.264 1.655 -3.741
F 3.679 0.488 -4.290
F 3.935 2.637 -4.404
F 1.978 1.792 -4.057
*
```

Its energy above the lowest of the compared OMol25 structures with the same formula, charge and spin is 0.0 kcal/mol. The value obtained for the LUMO energy is 0.1657 Ha. For the HOMO energy, the calculation gives -3.07 eV.